Computed, not measured: a 2-piece molecular cluster, C21H36N2OS overall, with ωB97M-V/def2-TZVPD.

```
61
Properties=species:S:1:pos:R:3:nbo_charge:R:1
C -2.42835 -4.10604 3.83736 -0.65
C -1.90005 -3.00565 4.96787 -0.42
C -2.18229 -1.46313 4.46036 -0.41
C -1.27857 -1.04082 3.12145 -0.42
C 0.30440 -0.85700 3.58601 -0.42
C 0.64579 0.75481 3.56811 -0.42
C 2.22257 1.08438 3.12991 -0.42
C 2.28543 2.36932 2.10858 -0.41
C 1.85912 2.02454 0.55453 -0.43
C 3.13823 2.18904 -0.50201 -0.41
C 3.71412 0.72416 -1.01766 -0.42
C 3.21089 0.41784 -2.58329 -0.43
C 2.52618 -1.05932 -2.75083 -0.42
C 1.66792 -1.29017 -4.12418 -0.41
C 0.87150 0.02327 -4.69086 -0.46
C -0.54246 0.20357 -3.84588 -0.01
C -1.99628 0.33154 -4.65785 -0.20
C -3.44489 0.49315 -3.83855 -0.28
C -3.44971 0.50670 -2.19920 0.10
N -4.55845 0.60027 -1.17500 -0.54
S -3.76216 0.52116 0.41671 0.77
N -2.01185 0.40335 0.11919 -0.54
C -2.02103 0.39391 -1.40014 0.11
C -0.57022 0.26339 -2.20049 -0.22
H -3.10821 -3.60266 3.01250 0.22
H -1.46977 -4.63831 3.37144 0.21
H -3.07022 -4.95519 4.36738 0.22
H -2.59069 -3.17783 5.92017 0.20
H -0.78968 -3.17273 5.29730 0.21
H -3.34903 -1.37900 4.25663 0.21
H -1.92638 -0.75122 5.37436 0.21
H -1.28001 -1.89350 2.31028 0.22
H -1.74010 -0.02157 2.74194 0.21
H 0.33050 -1.18232 4.73099 0.21
H 1.01493 -1.51367 2.92506 0.21
H -0.02304 1.33167 2.76534 0.21
H 0.39872 1.15614 4.66482 0.21
H 2.78133 1.41174 4.12856 0.21
H 2.78839 0.14724 2.71305 0.21
H 1.52650 3.17056 2.51695 0.21
H 3.36242 2.85786 2.08299 0.21
H 1.01640 2.76910 0.19816 0.22
H 1.41278 0.91910 0.52369 0.20
H 4.04965 2.76468 0.00910 0.21
H 2.76592 2.88672 -1.36533 0.21
H 4.89293 0.85446 -1.08148 0.21
H 3.38618 -0.15125 -0.31196 0.21
H 4.15218 0.44502 -3.31277 0.21
H 2.52979 1.32507 -2.86926 0.21
H 1.84592 -1.37983 -1.82851 0.21
H 3.40621 -1.86629 -2.76969 0.22
H 0.83358 -2.10361 -3.86471 0.22
H 2.36751 -1.75522 -4.93817 0.22
H 1.50823 1.00254 -4.76827 0.24
H 0.55152 -0.24195 -5.81036 0.23
H -2.05346 0.32923 -5.84692 0.25
H -4.45240 0.59578 -4.43107 0.25
H 0.38577 0.22032 -1.50009 0.25
O -4.66035 3.24145 -5.03268 -0.94
H -4.10226 2.45685 -4.92417 0.47
H -4.99166 3.41835 -4.13941 0.47
```

Properties
* molecular weight: 364.6 g mol⁻¹
* HOMO-LUMO gap: 6.92 eV
* SMILES: CCCCCCCCCCCCCCCc1ccc2nsnc2c1.O
* multiplicity: 1
* HOMO level: -8.64 eV


Computed, not measured: a 9-piece molecular cluster, C21H36N6O9 overall, with ωB97M-V/def2-TZVPD.

```
72
Properties=species:S:1:pos:R:3:lowdin_charge:R:1
C 3.98323 3.21905 -2.17355 -0.07
O 4.24301 3.18828 -3.54433 -0.01
C 5.34283 3.81391 -4.04528 -0.51
O 6.17914 4.46450 -3.42260 0.10
O 5.44480 3.55377 -5.39008 -0.02
C 6.50811 4.01329 -6.22522 -0.05
H 4.85124 3.25881 -1.51547 0.10
H 3.45558 2.30006 -1.91832 0.09
H 3.34704 4.08689 -1.99969 0.10
H 6.91151 4.98426 -5.93787 0.09
H 6.10756 4.05180 -7.23822 0.09
H 7.39732 3.38476 -6.27377 0.09
C -1.60111 -4.91647 3.57610 -0.02
O -1.51228 -5.01779 5.04884 -0.06
C -1.00730 -4.02830 5.91766 -0.53
O -0.69767 -2.93349 5.47008 0.09
O -0.77116 -4.48972 7.13843 0.00
C -0.25365 -3.74966 8.25638 -0.02
H -1.43762 -5.83586 3.01388 0.09
H -0.73575 -4.30910 3.31083 0.08
H -2.54166 -4.47461 3.24711 0.09
H -0.49140 -2.69404 8.12508 0.09
H 0.82961 -3.76242 8.37669 0.10
H -0.77006 -4.06711 9.16228 0.09
C 0.01517 -4.52886 -8.02346 -0.03
O -1.33854 -4.08460 -7.97566 0.00
C -1.67028 -3.06250 -7.18876 -0.56
O -0.93948 -2.34994 -6.52124 0.10
O -3.02711 -2.88163 -7.20947 -0.02
C -3.78128 -1.96104 -6.39956 -0.05
H 0.60736 -3.90837 -8.69606 0.10
H 0.05840 -5.52804 -8.45690 0.09
H 0.42728 -4.48236 -7.01545 0.10
H -4.84511 -2.19832 -6.40544 0.09
H -3.95832 -0.95945 -6.79144 0.08
H -3.40366 -1.84993 -5.38312 0.09
C -3.64328 0.25097 0.60796 -0.07
C -2.39467 0.91354 0.88235 -0.31
N -1.43326 1.53770 0.98845 0.12
H -3.95462 0.39681 -0.42640 0.08
H -4.26795 0.88028 1.24188 0.08
H -3.69637 -0.81250 0.84099 0.09
C -3.72590 4.27918 -3.19933 -0.07
C -4.49682 4.12145 -1.99426 -0.31
N -5.06039 3.97928 -1.03688 0.13
H -3.27225 3.31504 -3.42890 0.09
H -2.90443 4.97893 -3.04566 0.09
H -4.34997 4.66706 -4.00443 0.09
C -4.49084 4.89511 4.52793 -0.06
C -4.55721 4.58911 5.99471 -0.29
N -4.53139 4.32910 7.10595 0.12
H -3.79534 5.73078 4.45026 0.08
H -5.46547 5.26796 4.21302 0.08
H -4.23905 3.94197 4.06293 0.08
C 1.77393 2.60384 5.80463 -0.07
C 1.76766 2.44252 7.27684 -0.28
N 1.67169 2.30652 8.39978 0.12
H 1.54094 3.65519 5.63596 0.07
H 0.98430 2.06594 5.27997 0.08
H 2.77701 2.56819 5.37959 0.07
C 3.31756 -1.52387 3.16805 -0.09
C 3.50286 -2.93376 3.39830 -0.28
N 3.66635 -4.10205 3.55558 0.12
H 3.76096 -0.95872 3.98787 0.08
H 2.33126 -1.12079 2.93820 0.09
H 3.91276 -1.35777 2.27013 0.08
C 1.82573 -2.71171 -1.67539 -0.08
C 0.45925 -3.17587 -1.55745 -0.28
N -0.65120 -3.46300 -1.47718 0.12
H 2.33056 -2.94838 -2.61200 0.08
H 2.32663 -3.20524 -0.84255 0.08
H 2.05523 -1.64858 -1.60329 0.08
```

Properties
* molecular weight: 516.6 g mol⁻¹
* HOMO-LUMO gap: 10.32 eV
* SMILES: COC(=O)OC.COC(=O)OC.COC(=O)OC.CC#N.CC#N.CC#N.CC#N.CC#N.CC#N
* multiplicity: 1
* HOMO level: -10.41 eV


Which max |F| belongs to each record? In order, 0.148; 0.104 hartree/bohr.